Entry 1:
The following is a quantum chemistry calculation of 8 unconnected molecules or ions with the total composition C51H48N2O17PS at a distorted geometry, from the Open Molecules 2025 dataset.

```
120
Properties=species:S:1:pos:R:3
C 2.051 -2.971 0.577
C 0.942 -2.328 -0.256
C 1.294 -2.536 -1.727
C 0.982 -0.846 0.093
C -0.354 -0.082 -0.225
S -0.983 0.669 1.316
P 0.085 1.304 -1.350
N -0.942 2.461 -1.394
O 0.333 0.705 -2.824
O 1.528 1.888 -0.924
C -1.431 -0.927 -0.932
C -1.554 -2.415 -0.509
C -2.705 -2.548 0.501
C -1.988 -3.224 -1.732
N -0.330 -2.963 0.166
O -0.298 -4.245 0.035
H 2.113 -4.039 0.413
H 1.838 -2.711 1.606
H 2.998 -2.536 0.279
H 2.176 -1.929 -1.921
H 1.568 -3.557 -1.967
H 0.533 -2.179 -2.408
H 1.839 -0.444 -0.429
H 1.143 -0.771 1.157
H -1.330 -0.429 2.007
H -1.727 2.253 -0.785
H 0.394 -0.268 -2.838
H 2.186 1.519 -1.543
H -1.363 -0.877 -2.013
H -2.372 -0.464 -0.690
H -3.620 -2.119 0.112
H -2.435 -2.158 1.475
H -2.872 -3.610 0.649
H -1.161 -3.546 -2.353
H -2.623 -2.579 -2.331
H -2.576 -4.093 -1.463
C -7.551 1.022 -2.057
C -6.448 0.302 -2.241
C -5.119 0.813 -1.825
O -4.112 0.157 -1.993
C -5.064 2.155 -1.197
C -6.167 2.876 -1.013
C -7.497 2.366 -1.428
O -8.503 3.019 -1.260
H -8.530 0.669 -2.353
H -6.464 -0.680 -2.697
H -4.084 2.509 -0.904
H -6.149 3.858 -0.558
C -0.190 6.266 3.090
C 0.544 6.938 2.208
C 0.982 6.309 0.937
O 1.653 6.925 0.133
C 0.571 4.908 0.684
C -0.162 4.236 1.566
C -0.602 4.861 2.837
O -1.273 4.251 3.643
H -0.521 6.703 4.024
H 0.855 7.962 2.371
H 0.895 4.466 -0.250
H -0.470 3.213 1.397
C -2.688 -7.841 3.989
C -3.323 -6.673 4.040
C -2.835 -5.500 3.271
O -3.412 -4.433 3.324
C -1.616 -5.677 2.443
C -0.981 -6.846 2.396
C -1.467 -8.019 3.162
O -0.891 -9.085 3.118
H -3.024 -8.709 4.542
H -4.213 -6.521 4.636
H -1.272 -4.815 1.887
H -0.090 -6.994 1.799
C 6.725 -1.501 3.411
C 6.131 -1.794 2.257
C 5.044 -0.944 1.718
O 4.496 -1.211 0.668
C 4.641 0.243 2.509
C 5.233 0.537 3.662
C 6.323 -0.312 4.204
O 6.864 -0.046 5.255
H 7.520 -2.108 3.825
H 6.408 -2.656 1.663
H 3.842 0.847 2.095
H 4.954 1.397 4.256
C 0.512 -1.537 6.865
C 1.425 -1.343 5.917
C 1.453 -2.185 4.697
O 2.283 -2.014 3.828
C 0.426 -3.248 4.569
C -0.489 -3.441 5.515
C -0.518 -2.600 6.739
O -1.350 -2.774 7.601
H 0.472 -0.935 7.764
H 2.183 -0.573 5.989
H 0.465 -3.848 3.667
H -1.248 -4.209 5.441
C 0.488 8.277 -2.614
C 1.798 8.492 -2.533
C 2.541 9.124 -3.651
O 3.736 9.321 -3.584
C 1.769 9.509 -4.860
C 0.460 9.294 -4.939
C -0.285 8.661 -3.820
O -1.480 8.469 -3.894
H -0.072 7.816 -1.811
H 2.374 8.218 -1.661
H 2.332 9.970 -5.663
H -0.123 9.566 -5.810
C 1.891 -1.024 -5.449
C 2.721 -0.890 -6.479
C 2.608 -1.761 -7.677
O 3.364 -1.640 -8.614
C 1.533 -2.785 -7.679
C 0.705 -2.918 -6.648
C 0.818 -2.048 -5.454
O 0.053 -2.179 -4.516
H 1.959 -0.396 -4.570
H 3.509 -0.148 -6.497
H 1.467 -3.409 -8.561
H -0.085 -3.658 -6.629
```

Summary:
E_tot: -4100.0714 Eh
orbital gap (alpha / beta): 7.2 / 7.4 eV
energy relative to the best compared isomer or geometry (same formula, charge and spin): 42.9 kJ/mol
2S+1: 2
net charge: 0
lowest unoccupied orbital energy (alpha / beta): -1.978 / -1.978 eV

=====

Entry 2:
The following is a quantum chemistry calculation of C3H5NS in the gas phase at a distorted geometry, from the Open Molecules 2025 dataset.

```
10
Properties=species:S:1:pos:R:3
C 1.332 0.896 -0.003
S 0.740 -0.692 -0.645
C -0.709 -1.098 0.199
C -1.796 -0.263 -0.300
N -2.389 0.722 -0.526
H 2.263 0.922 -0.616
H 0.628 1.683 -0.319
H 1.604 0.915 1.016
H -0.780 -0.949 1.285
H -0.893 -2.134 -0.091
```

Summary:
SMILES: CSCC#N
E_tot: -570.2159 Eh
orbital gap: 10.0 eV
energy relative to the best compared isomer or geometry (same formula, charge and spin): 49.1 kJ/mol
net charge: 0
lowest unoccupied orbital energy: 0.723 eV

=====

Entry 3:
The following is a quantum chemistry calculation of a molecular structure, C44H59BrO2P2RuSi at a distorted geometry, from the Open Molecules 2025 dataset.

```
110
Properties=species:S:1:pos:R:3
Ru 0.071 0.448 -0.786
C 0.900 4.142 -0.911
Si -0.361 2.769 -0.444
C -1.964 3.171 -1.385
C -2.580 4.413 -1.298
C -3.697 4.699 -2.064
C -4.189 3.759 -2.957
C -3.570 2.528 -3.078
C -2.466 2.230 -2.287
P -1.572 0.661 -2.433
C -2.879 -0.666 -2.319
C -3.857 -0.235 -1.217
C -4.889 -1.331 -0.955
C -4.196 -2.608 -0.494
C -3.209 -3.070 -1.560
C -2.199 -1.973 -1.888
C -0.727 0.910 -4.102
C -1.229 0.105 -5.303
C -0.815 -1.363 -5.280
C 0.668 -1.543 -4.971
C 1.078 -0.789 -3.709
C 0.776 0.699 -3.872
C -0.627 2.275 1.404
C -1.724 2.771 2.093
C -1.950 2.410 3.413
C -1.084 1.537 4.048
C 0.017 1.024 3.375
C 0.253 1.386 2.057
P 1.652 0.886 0.980
C 2.843 2.218 1.547
C 3.345 2.085 2.995
C 4.675 1.350 3.184
C 5.727 1.789 2.170
C 5.197 1.651 0.748
C 3.966 2.526 0.552
C 2.515 -0.782 1.303
C 2.880 -1.306 -0.110
C 3.310 -2.783 -0.098
C 3.972 -3.104 1.240
C 2.937 -3.019 2.367
C 1.899 -1.910 2.126
H 0.510 5.099 -0.581
H 1.007 4.199 -1.991
H 1.887 4.018 -0.484
H -2.182 5.165 -0.633
H -4.175 5.663 -1.981
H -5.051 3.991 -3.563
H -3.941 1.801 -3.787
H -3.398 -0.783 -3.277
H -4.370 0.690 -1.487
H -3.282 -0.047 -0.297
H -5.446 -1.533 -1.872
H -5.602 -0.990 -0.203
H -4.932 -3.391 -0.313
H -3.669 -2.415 0.444
H -3.754 -3.341 -2.465
H -2.671 -3.957 -1.219
H -1.510 -2.340 -2.652
H -1.617 -1.754 -0.981
H -0.902 1.974 -4.316
H -0.825 0.575 -6.203
H -2.317 0.178 -5.368
H -1.030 -1.806 -6.253
H -1.412 -1.903 -4.546
H 1.260 -1.158 -5.803
H 0.894 -2.606 -4.865
H 2.143 -0.945 -3.520
H 0.505 -1.169 -2.831
H 1.341 1.100 -4.715
H 1.095 1.251 -2.954
H -2.404 3.446 1.596
H -2.802 2.811 3.940
H -1.259 1.252 5.074
H 0.672 0.342 3.899
H 2.155 3.077 1.539
H 2.577 1.623 3.620
H 3.482 3.103 3.364
H 4.537 0.267 3.125
H 5.028 1.555 4.196
H 6.624 1.182 2.297
H 6.004 2.827 2.356
H 4.956 0.607 0.545
H 5.965 1.951 0.037
H 3.590 2.423 -0.473
H 4.274 3.566 0.692
H 3.432 -0.519 1.834
H 3.698 -0.695 -0.502
H 2.030 -1.157 -0.817
H 4.004 -2.967 -0.921
H 2.465 -3.463 -0.257
H 4.789 -2.401 1.409
H 4.410 -4.100 1.217
H 3.438 -2.844 3.317
H 2.407 -3.969 2.455
H 1.498 -1.561 3.082
H 0.924 -2.531 0.486
Br -1.027 -5.451 5.550
C -1.616 -3.903 4.594
C -2.758 -3.229 5.025
C -3.153 -2.088 4.333
C -2.452 -1.638 3.244
C -1.283 -2.321 2.803
C -0.877 -3.480 3.512
C -0.599 -1.848 1.690
O 0.750 -2.547 1.453
O -0.814 -0.913 0.877
H -3.322 -3.588 5.869
H -4.020 -1.542 4.665
H -2.759 -0.750 2.715
H -0.017 -4.051 3.202
```

Summary:
E_tot: -5503.0504 Eh
orbital gap (alpha / beta): 5.5 / 5.6 eV
energy relative to the best compared isomer or geometry (same formula, charge and spin): 336.2 kJ/mol
2S+1: 5
net charge: +2
lowest unoccupied orbital energy (alpha / beta): -5.715 / -7.420 eV

=====

Entry 4:
The following is a quantum chemistry calculation of a molecular structure, F2NO8S3Sn at a distorted geometry, from the Open Molecules 2025 dataset.

```
15
Properties=species:S:1:pos:R:3
Sn 38.204 43.018 -0.564
S 40.292 44.351 -5.203
O 40.800 43.184 -4.413
O 41.178 45.424 -5.086
O 40.043 43.989 -6.547
O 39.019 44.775 -4.631
N 33.496 42.847 -0.120
S 32.503 41.825 -0.531
O 32.359 41.768 -1.994
O 31.412 41.417 0.361
F 33.491 40.629 -0.321
S 32.478 43.814 0.754
O 32.242 43.649 2.202
O 31.317 44.262 0.012
F 33.405 45.106 0.802
```

Summary:
E_tot: -2265.0296 Eh
orbital gap: 2.9 eV
energy relative to the best compared isomer or geometry (same formula, charge and spin): 541.0 kJ/mol
net charge: -1
lowest unoccupied orbital energy: -2.988 eV